## A
{"formula": "H4N4O2", "method": "ωB97M-V with the def2-TZVPD basis set", "smiles": "[H]/N=N/N=[NH+]\\[O-].O", "lumo_ev": [-0.30, -0.17], "charge": 0, "symbols": ["H", "N", "N", "N", "N", "O", "H", "O", "H", "H"], "positions_angstrom": [[-1.654, -1.592, 1.822], [-1.546, -0.703, 1.218], [-0.311, -0.853, 0.934], [0.382, -0.317, 0.079], [1.579, 0.096, 0.118], [1.957, 1.052, 0.864], [2.174, -0.178, -0.623], [-0.561, 0.661, -1.582], [-1.420, 0.412, -1.738], [-0.600, 1.421, -1.092]], "nbo_charge": [0.34, -0.44, 0.05, -0.01, 0.12, -0.47, 0.37, -0.89, 0.47, 0.47]}

## B
{"formula": "H4N4O2", "method": "ωB97M-V with the def2-TZVPD basis set", "lumo_ev": 0.93, "charge": 0, "symbols": ["N", "N", "N", "N", "O", "O", "H", "H", "H", "H"], "positions_angstrom": [[0.444, -1.708, -0.837], [1.505, -1.167, -0.732], [-1.507, 0.492, 0.284], [-0.514, 0.588, -0.516], [0.516, 1.175, -0.100], [-1.509, 0.999, 1.595], [1.587, -0.140, -0.433], [2.425, -1.621, -0.964], [-2.217, -0.207, 0.117], [-0.730, 1.590, 1.587]], "nbo_charge": [-0.22, -0.38, -0.09, 0.22, -0.53, -0.54, 0.35, 0.30, 0.41, 0.49]}

## C
{"formula": "H4N4O2", "method": "ωB97M-V with the def2-TZVPD basis set", "smiles": "NN(N)[N+](=O)[O-]", "lumo_ev": 0.71, "charge": 0, "symbols": ["N", "N", "N", "N", "O", "O", "H", "H", "H", "H"], "positions_angstrom": [[1.277, -0.604, 0.294], [0.070, -0.200, -0.305], [0.037, 1.125, -0.771], [-1.240, -0.639, 0.528], [-1.157, -1.589, 1.254], [-2.198, -0.069, 0.104], [1.875, -1.111, -0.310], [1.943, -0.005, 0.812], [-0.697, 1.219, -1.438], [0.091, 1.872, -0.170]], "nbo_charge": [-0.66, -0.05, -0.64, 0.61, -0.33, -0.37, 0.37, 0.36, 0.38, 0.35]}

The most stable of them is C.

## A
{"formula": "C3H11N2S2", "method": "ωB97M-V with the def2-TZVPD basis set", "lumo_ev": -3.41, "charge": 1, "symbols": ["N", "C", "N", "H", "H", "H", "H", "H", "C", "C", "S", "S", "H", "H", "H", "H", "H", "H"], "positions_angstrom": [[-0.372, -2.277, 2.675], [-0.867, -1.370, 1.869], [-1.184, -0.141, 2.173], [0.030, -2.074, 3.578], [-0.210, -3.198, 2.302], [-1.063, -1.684, 0.848], [-1.259, 0.531, 1.394], [-0.931, 0.224, 3.081], [2.188, -0.988, -2.037], [1.613, 0.373, -1.639], [-0.169, 0.224, -1.326], [-0.547, 1.926, -0.192], [1.675, -1.420, -2.890], [2.177, -1.659, -1.179], [3.242, -0.834, -2.254], [1.815, 1.108, -2.403], [2.091, 0.717, -0.719], [0.475, 1.789, 0.670]], "nbo_charge": [-0.71, 0.40, -0.72, 0.43, 0.44, 0.24, 0.44, 0.41, -0.62, -0.51, 0.08, -0.11, 0.23, 0.20, 0.24, 0.23, 0.21, 0.12]}

## B
{"formula": "C3H11N2S2", "method": "ωB97M-V with the def2-TZVPD basis set", "lumo_ev": -3.47, "charge": 1, "symbols": ["C", "N", "C", "N", "H", "H", "H", "H", "H", "H", "H", "C", "S", "S", "H", "H", "H", "H"], "positions_angstrom": [[-1.230, -1.477, 1.263], [-1.220, 2.004, 0.271], [-1.687, 0.866, 0.745], [-1.182, -0.293, 0.398], [-1.625, -2.282, 0.659], [-1.995, -1.193, 1.980], [-0.260, -1.642, 1.748], [-0.465, 2.049, -0.472], [-1.588, 2.858, 0.665], [-2.464, 0.824, 1.474], [-0.442, -0.317, -0.307], [2.514, -0.824, -0.667], [2.838, 0.528, -1.810], [1.018, 1.493, -1.884], [1.961, -0.434, 0.188], [3.495, -1.177, -0.373], [1.923, -1.632, -1.100], [0.410, 0.650, -2.779]], "nbo_charge": [-0.40, -0.73, 0.40, -0.52, 0.23, 0.21, 0.23, 0.43, 0.43, 0.22, 0.42, -0.76, 0.19, -0.20, 0.21, 0.26, 0.22, 0.16]}

The most stable of them is A.

## A
{"formula": "C3H7O", "method": "ωB97M-V with the def2-TZVPD basis set", "smiles": "CCC[O-]", "lumo_ev": 4.46, "charge": -1, "symbols": ["C", "C", "C", "O", "H", "H", "H", "H", "H", "H", "H"], "positions_angstrom": [[0.040, 0.825, 1.028], [0.259, -0.470, 0.261], [-0.233, -0.470, -1.223], [0.036, -1.597, -1.872], [-0.935, 1.261, 0.794], [0.093, 0.673, 2.108], [0.775, 1.597, 0.803], [-0.254, -1.300, 0.752], [1.311, -0.764, 0.191], [0.240, 0.450, -1.679], [-1.333, -0.205, -1.163]], "nbo_charge": [-0.61, -0.44, 0.02, -0.95, 0.19, 0.18, 0.18, 0.17, 0.18, 0.04, 0.04]}

## B
{"formula": "C3H7O", "method": "ωB97M-V with the def2-TZVPD basis set", "lumo_ev": 4.21, "charge": -1, "symbols": ["C", "O", "C", "C", "H", "H", "H", "H", "H", "H", "H"], "positions_angstrom": [[0.425, -0.240, 1.795], [0.155, 1.010, 1.598], [-0.385, -1.319, 2.150], [-0.058, 0.983, -2.285], [1.435, -0.649, 1.389], [-1.508, -1.268, 2.360], [0.086, -2.290, 2.046], [-0.526, 1.883, -2.627], [0.898, 0.806, -2.845], [0.171, 0.999, -1.228], [-0.695, 0.084, -2.354]], "nbo_charge": [0.24, -0.82, -0.78, -0.87, 0.04, 0.16, 0.16, 0.20, 0.19, 0.27, 0.21]}

## C
{"formula": "C3H7O", "method": "ωB97M-V with the def2-TZVPD basis set", "smiles": "CCC[O-]", "lumo_ev": 4.38, "charge": -1, "symbols": ["C", "C", "C", "O", "H", "H", "H", "H", "H", "H", "H"], "positions_angstrom": [[-1.156, 0.693, 0.109], [-0.294, -0.526, 0.218], [1.205, -0.215, -0.207], [2.011, -1.421, -0.084], [-2.119, 0.722, 0.654], [-0.524, 1.485, 0.546], [-1.287, 0.906, -0.984], [-0.573, -1.207, -0.554], [-0.242, -1.160, 1.098], [1.663, 0.592, 0.438], [1.315, 0.130, -1.236]], "nbo_charge": [-0.62, -0.46, -0.05, -1.01, 0.18, 0.19, 0.19, 0.18, 0.21, 0.08, 0.11]}

The most stable of them is B.

## A
{"formula": "C14H20Cl3N2O10RuS", "method": "ωB97M-V with the def2-TZVPD basis set", "multiplicity": 5, "lumo_ev": [-2.92, -5.75], "charge": 1, "symbols": ["Ru", "C", "C", "N", "C", "C", "N", "C", "O", "O", "C", "O", "O", "H", "H", "H", "H", "H", "O", "H", "H", "Cl", "C", "Cl", "Cl", "C", "O", "O", "C", "C", "S", "O", "C", "C", "H", "H", "H", "H", "H", "H", "H", "H", "H", "H", "C", "C", "O", "O", "H", "H", "H"], "positions_angstrom": [[-0.084, -1.011, 0.828], [-2.749, 0.111, 3.380], [-2.969, -0.088, 1.929], [-2.076, -0.479, 1.034], [-2.697, -0.503, -0.193], [-3.998, -0.123, -0.041], [-4.139, 0.131, 1.298], [-5.168, 0.072, -0.948], [-4.976, -0.145, -2.231], [-6.208, 0.440, -0.471], [-1.892, -0.891, -1.369], [-2.338, -0.858, -2.503], [-0.668, -1.231, -1.067], [-1.829, -0.382, 3.683], [-3.584, -0.297, 3.948], [-2.668, 1.175, 3.607], [-5.015, 0.431, 1.704], [-4.051, -0.426, -2.443], [-0.738, -3.286, 1.338], [-0.603, -3.466, 2.278], [-0.106, -3.856, 0.877], [4.522, -2.596, -2.151], [3.478, -2.906, -0.773], [4.436, -2.930, 0.719], [2.639, -4.451, -0.994], [2.407, -1.781, -0.599], [2.467, -0.792, -1.318], [1.578, -2.046, 0.327], [3.525, 2.119, -1.795], [2.360, 2.277, -0.837], [0.992, 1.178, -1.188], [-0.148, 1.518, -0.334], [0.611, 1.164, -2.927], [-0.026, 2.469, -3.387], [4.340, 2.738, -1.422], [3.280, 2.473, -2.795], [3.867, 1.088, -1.841], [1.928, 3.281, -0.852], [2.603, 2.017, 0.194], [-0.040, 0.295, -3.052], [1.562, 0.945, -3.416], [-0.902, 2.709, -2.785], [-0.346, 2.349, -4.421], [0.681, 3.296, -3.345], [2.150, 0.153, 4.050], [1.421, -0.099, 2.771], [1.764, 0.397, 1.687], [0.374, -0.867, 2.787], [3.203, -0.086, 3.905], [1.740, -0.438, 4.863], [2.087, 1.213, 4.292]], "lowdin_spin": [2.56, 0.00, 0.01, 0.01, 0.00, 0.00, 0.00, 0.00, 0.00, 0.00, 0.01, 0.02, 0.06, 0.00, 0.00, 0.00, 0.00, 0.00, 0.08, 0.00, 0.00, 0.00, 0.01, 0.00, 0.00, 0.02, 0.17, 0.03, 0.00, 0.05, 0.38, 0.33, 0.05, 0.02, 0.00, 0.00, 0.00, 0.01, 0.00, 0.00, 0.00, 0.00, 0.00, 0.00, 0.00, 0.02, 0.09, 0.04, 0.00, 0.00, 0.00]}

## B
{"formula": "C14H20Cl3N2O10RuS", "method": "ωB97M-V with the def2-TZVPD basis set", "multiplicity": 5, "lumo_ev": [-3.51, -4.88], "charge": 1, "symbols": ["Ru", "C", "C", "N", "C", "C", "N", "C", "O", "O", "C", "O", "O", "H", "H", "H", "H", "H", "O", "H", "H", "Cl", "C", "Cl", "Cl", "C", "O", "O", "C", "C", "S", "O", "C", "C", "H", "H", "H", "H", "H", "H", "H", "H", "H", "H", "C", "C", "O", "O", "H", "H", "H"], "positions_angstrom": [[-0.838, -0.055, 0.486], [2.091, -2.086, 1.679], [1.390, -1.069, 2.502], [0.353, -0.331, 2.116], [-0.028, 0.467, 3.175], [0.788, 0.212, 4.222], [1.668, -0.744, 3.770], [0.945, 0.754, 5.602], [0.044, 1.618, 6.008], [1.880, 0.372, 6.257], [-1.275, 1.249, 3.014], [-1.702, 1.951, 3.908], [-1.852, 1.069, 1.851], [1.653, -2.101, 0.685], [1.983, -3.076, 2.125], [3.154, -1.863, 1.598], [2.406, -1.112, 4.357], [-0.642, 1.813, 5.314], [-2.380, -1.610, 1.460], [-3.141, -1.039, 1.638], [-2.675, -2.248, 0.792], [-4.168, -2.500, -3.632], [-3.534, -3.376, -2.320], [-2.830, -4.894, -2.646], [-4.332, -3.200, -0.812], [-0.852, -2.215, -1.975], [-0.788, -1.932, -3.093], [-0.921, -2.474, -0.837], [2.373, 0.034, -4.390], [2.448, 0.041, -2.866], [0.925, 0.727, -2.163], [0.750, -0.178, -0.895], [1.538, 2.322, -1.560], [2.272, 2.216, -0.231], [3.269, -0.434, -4.796], [2.312, 1.046, -4.794], [1.506, -0.530, -4.736], [3.293, 0.622, -2.498], [2.502, -0.964, -2.448], [0.655, 2.952, -1.486], [2.180, 2.695, -2.361], [1.618, 1.829, 0.547], [2.593, 3.214, 0.069], [3.152, 1.575, -0.294], [-3.295, 1.883, -2.153], [-2.246, 1.275, -1.288], [-2.369, 0.047, -0.900], [-1.231, 1.903, -0.920], [-4.066, 1.156, -2.391], [-2.839, 2.262, -3.067], [-3.738, 2.729, -1.624]], "lowdin_spin": [2.52, 0.00, 0.02, 0.01, 0.00, 0.00, 0.01, 0.00, 0.00, 0.00, 0.01, 0.02, 0.07, 0.00, 0.00, 0.00, 0.00, 0.00, 0.08, 0.00, 0.00, 0.14, 0.58, 0.14, 0.12, 0.01, 0.01, 0.03, 0.00, 0.00, 0.01, 0.07, 0.00, 0.00, 0.00, 0.00, 0.00, 0.00, 0.00, 0.00, 0.00, 0.00, 0.00, 0.00, 0.00, 0.01, 0.01, 0.10, 0.00, 0.00, 0.00]}

The most stable of them is B.

## A
{"formula": "C5H12N3", "method": "ωB97M-V with the def2-TZVPD basis set", "smiles": "C/[NH+]=C\\N=N\\C(C)C", "lumo_ev": -5.27, "charge": 1, "symbols": ["C", "N", "C", "N", "N", "C", "C", "C", "H", "H", "H", "H", "H", "H", "H", "H", "H", "H", "H", "H"], "positions_angstrom": [[-0.540, -2.167, -0.559], [-0.421, -2.437, 0.919], [-0.462, -1.434, 1.826], [-0.177, -0.246, 1.394], [-0.647, 0.594, 0.685], [0.184, 1.578, 0.191], [-0.733, 2.352, -0.792], [1.480, 1.036, -0.528], [-1.484, -1.680, -0.870], [0.342, -1.529, -0.796], [-0.316, -3.181, -0.988], [-0.542, -3.495, 1.167], [-0.188, -1.668, 2.784], [0.625, 2.191, 0.919], [-0.220, 3.201, -1.193], [-0.901, 1.682, -1.573], [-1.632, 2.577, -0.332], [1.357, 0.292, -1.300], [2.265, 0.577, 0.059], [2.009, 1.759, -1.013]], "nbo_charge": [-0.45, -0.50, 0.32, -0.09, 0.05, -0.14, -0.58, -0.63, 0.24, 0.22, 0.25, 0.46, 0.24, 0.26, 0.23, 0.21, 0.23, 0.21, 0.23, 0.24]}

## B
{"formula": "C5H12N3", "method": "ωB97M-V with the def2-TZVPD basis set", "lumo_ev": -4.91, "charge": 1, "symbols": ["C", "C", "C", "C", "C", "N", "N", "N", "H", "H", "H", "H", "H", "H", "H", "H", "H", "H", "H", "H"], "positions_angstrom": [[-2.741, 0.652, 0.502], [-1.302, 0.707, 0.086], [-0.765, -0.711, -0.132], [0.777, -0.729, -0.646], [1.529, 0.236, 0.277], [5.170, 0.956, -1.127], [4.144, 0.841, -0.752], [1.718, -0.168, 1.514], [-3.376, 1.385, -0.016], [-3.160, -0.362, 0.390], [-2.695, 0.931, 1.559], [-0.660, 1.082, 0.829], [-1.107, 1.252, -0.817], [-0.730, -1.152, 0.879], [-1.422, -1.191, -0.839], [0.880, -0.563, -1.739], [1.081, -1.663, -0.451], [1.974, 1.158, -0.205], [2.129, 0.460, 2.179], [1.251, -1.106, 1.710]], "nbo_charge": [-0.62, -0.40, -0.34, -0.50, 0.34, 0.10, -0.09, -0.65, 0.24, 0.22, 0.22, 0.17, 0.21, 0.18, 0.24, 0.26, 0.23, 0.28, 0.45, 0.45]}

The most stable of them is B.